(1)
16
Properties=species:S:1:pos:R:3:lowdin_charge:R:1 method="wB97M-V/def2-TZVPD" homo_ev=-8.77 homo_lumo_gap_ev=9.2
Si 2.07447 0.20252 0.52436 0.56
N -0.32526 -1.21574 0.19693 0.03
N 2.97575 -0.80195 -0.52473 -0.13
C -1.63179 -1.39811 -0.00550 -0.11
C 0.19572 0.03550 0.25099 -0.39
C -2.04815 0.91085 0.04251 -0.13
C -2.58821 -0.30330 -0.13052 -0.05
C -0.70551 1.12039 0.16153 -0.11
H 2.62679 -0.02462 1.87030 -0.07
H 2.16364 2.39073 0.15854 -0.02
H 2.13670 -1.12932 -1.13140 0.06
H -3.67889 -0.33734 -0.12936 0.11
H 3.85107 -0.94535 -0.93187 0.00
H -0.29466 2.08167 0.07865 0.05
H -2.76959 1.74894 -0.13999 0.13
H -1.98208 -2.33487 -0.29044 0.08


(2)
9
Properties=species:S:1:pos:R:3:lowdin_charge:R:1 method="wB97M-V/def2-TZVPD" homo_ev=-8.99 homo_lumo_gap_ev=9.3
F 1.16067 0.09520 1.26822 0.00
F 0.97584 1.48109 -0.46729 0.02
O -2.35307 0.08280 -0.28294 0.05
N 0.86776 -0.75760 -0.87530 0.12
C -1.53529 0.48356 0.50336 -0.01
C 0.59330 0.23218 -0.00220 -0.48
H 0.03749 -1.34413 -0.99715 0.10
H 1.67731 -1.30885 -0.60807 0.11
H -1.42401 1.03576 1.46135 0.11


(3)
48
Properties=species:S:1:pos:R:3:mulliken_spin:R:1 method="wB97M-V/def2-TZVPD" multiplicity=3 homo_ev="-13.42 / -13.54" homo_lumo_gap_ev="5.9 / 5.6" s2=2.02 total_charge=+2
I -2.42497 1.25044 -0.32162 -0.01
Mo 0.28833 0.38816 -0.48962 1.82
O -0.22456 0.03322 -2.61134 -0.01
O 1.03928 1.89277 0.77968 -0.02
O 4.33365 -0.91515 -1.26942 0.10
O -0.23082 0.80932 -4.70789 0.01
O -0.32239 -1.56363 -0.65223 -0.02
O 1.97060 3.80074 1.24012 0.01
N 2.12739 -0.24250 -0.71408 0.05
N 0.84106 2.14111 -1.66620 -0.07
C 0.85166 -0.57675 2.32031 0.05
C -0.59876 -1.42609 4.03991 0.02
C -0.20743 -0.21004 1.53264 -0.13
C 1.44897 3.17796 -1.09359 0.05
C 3.24668 -0.58289 -1.00227 0.11
C 1.21384 3.13059 -3.80159 0.01
C 0.83357 -3.38746 0.32186 0.01
C -3.97090 -0.15894 1.82664 0.00
C 1.85703 4.20300 -3.20116 0.01
C -0.83017 -3.63179 -1.62761 0.00
C -1.72892 -1.04280 3.27551 -0.01
C 1.49491 2.95680 0.38423 -0.02
C 0.04724 0.88368 -3.44722 -0.02
C 0.66052 -1.17569 3.58571 -0.01
C -1.52759 -0.39204 2.02884 0.01
C -2.70555 0.04844 1.38668 -0.01
C 0.72925 2.12585 -2.99067 0.05
C -4.13892 -0.87337 3.03575 0.00
C -0.10803 -2.78196 -0.65104 0.01
C -3.04727 -1.28185 3.74164 0.01
C 1.97435 4.22516 -1.81889 0.00
H -4.83231 0.21984 1.29110 0.00
H 1.65440 -2.71037 0.54500 0.00
H 2.26853 5.00653 -3.79781 0.00
H 1.86771 -0.42981 1.97599 0.00
H -5.13846 -1.06686 3.40058 0.00
H -0.20252 -3.67924 -2.52553 0.00
H 0.27402 -3.54454 1.25253 0.00
H -1.78712 -3.19502 -1.90164 0.00
H -3.17340 -1.79467 4.68799 0.00
H 1.19756 -4.35498 -0.01892 0.00
H -0.68354 -0.02666 -4.92382 0.00
H 1.52258 -1.44496 4.18247 0.00
H -0.94968 -4.64865 -1.26049 0.00
H 2.48034 5.04837 -1.32816 0.00
H -0.75876 -1.90077 5.00125 0.00
H 2.27842 4.63782 0.86100 0.00
H 1.09015 3.05967 -4.87465 0.00